(1)
Density functional theory data (ωB97M-V/def2-TZVPD) for 3 unconnected molecules or ions with the total composition C5H14N2O2 at a distorted geometry.

XYZ file:
```
23
Properties=species:S:1:pos:R:3:mulliken_charge:R:1
O -0.207 -1.875 0.276 -0.315
O -1.030 1.748 0.728 -0.371
N -1.453 1.359 2.026 -0.588
N -1.361 -1.571 1.069 -0.520
C 1.034 2.376 -1.139 -0.595
C 0.927 -1.158 0.759 0.236
C 0.305 1.602 -1.719 0.381
C -0.682 0.652 -2.179 -0.941
C 2.105 -1.524 -0.126 -1.270
H -2.443 1.594 2.087 0.240
H 1.918 -1.212 -1.151 0.274
H -0.529 -0.313 -1.697 0.158
H 1.117 -1.439 1.802 0.441
H -0.614 0.542 -3.262 0.348
H 0.723 -0.083 0.709 -0.046
H -1.392 0.337 2.045 0.395
H 2.998 -1.017 0.232 0.368
H -2.091 -1.346 0.396 0.219
H 1.860 3.029 -1.060 0.432
H -0.159 2.322 0.708 0.330
H 2.271 -2.599 -0.109 0.335
H -1.614 -2.438 1.542 0.219
H -1.684 1.014 -1.935 0.270
```

Properties
* max |F|: 3.2 eV/Å
* energy above the lowest of the compared OMol25 structures with the same formula, charge and spin: 6.752 eV
* gap between HOMO and LUMO: 9.9249 eV
* total energy: -458.68947 Eh
* highest occupied orbital energy: -9.014 eV
* LUMO: 0.033 Eh
* SMILES: C#CC.CCON.NO

***

(2)
Density functional theory data (ωB97M-V/def2-TZVPD) for a molecular structure, C46H38IN4O2PV at a distorted geometry.

XYZ file:
```
93
Properties=species:S:1:pos:R:3:lowdin_spin:R:1
I 2.630 -2.529 -1.993 0.014
V 0.597 -1.412 -0.361 2.689
P 2.279 -1.912 1.370 0.035
O -7.737 8.169 -1.013 0.000
O -0.626 -3.006 -0.973 0.032
N -3.345 3.545 -1.711 -0.001
N -0.972 -0.803 0.653 0.006
N -4.305 2.820 0.153 -0.001
N -0.048 -0.089 -1.701 0.008
C 3.449 -3.332 1.341 0.006
C -1.473 -1.293 1.779 0.030
C 6.447 -4.943 -0.224 0.000
C -3.268 1.961 -0.096 -0.001
C 2.524 -1.311 3.090 0.005
C -0.342 -4.356 -0.508 0.010
C -1.312 -4.557 -2.644 0.001
C 0.077 1.433 -3.552 -0.001
C 0.486 0.297 -2.855 0.028
C 6.450 -4.438 -1.489 0.000
C -0.233 -5.199 -1.765 0.001
C -2.691 2.445 -1.267 -0.002
C -5.099 5.816 -1.930 0.000
C -7.087 6.167 -0.037 0.000
C -5.251 4.874 -0.909 0.000
C 3.435 -4.028 2.535 0.001
C -4.321 3.762 -0.846 -0.001
C -6.271 5.066 0.032 0.000
C 5.382 -5.271 1.950 0.000
C -1.160 -3.073 -2.325 0.006
C -1.615 0.230 0.054 0.018
C 2.998 -0.282 5.628 0.000
C -1.570 1.792 -1.861 0.001
C 2.979 -0.411 0.555 0.005
C 1.707 -0.584 5.232 0.000
C 2.356 1.813 -0.184 0.000
C -2.760 0.843 0.612 0.001
C 5.353 -3.676 -1.926 0.001
C 4.503 0.908 -0.761 -0.002
C 4.060 -0.492 4.754 0.000
C 4.218 -0.255 -0.063 0.005
C 4.355 -3.361 -1.050 0.007
C 1.467 -1.103 3.965 0.001
C -2.619 -0.773 2.378 -0.001
C -1.065 0.661 -1.196 0.018
C 3.561 1.926 -0.857 0.003
C 2.068 0.655 0.529 0.010
C -0.961 2.189 -3.058 0.024
C -3.259 0.302 1.810 0.025
C -6.909 7.122 -1.046 0.000
C 5.405 -4.645 0.685 0.001
C 3.826 -1.000 3.491 0.000
C -5.911 6.927 -2.004 0.000
C 4.372 -5.026 2.832 0.000
C -7.565 9.209 -1.968 0.000
C 4.360 -3.738 0.318 0.001
H 0.575 1.696 -4.473 -0.001
H 0.748 -5.082 -2.223 0.000
H 2.713 -3.759 3.295 0.000
H 1.175 0.621 1.152 0.004
H -0.946 -2.130 2.219 0.003
H 7.243 -5.600 0.106 0.000
H 6.175 -5.967 2.193 0.000
H -4.969 2.765 0.906 0.000
H 3.782 2.821 -1.423 0.000
H -6.551 9.612 -1.931 0.000
H 7.252 -4.661 -2.179 0.000
H -2.298 -4.913 -2.345 0.000
H -1.173 -4.753 -3.704 0.000
H 4.656 -1.157 2.812 0.000
H 0.557 -4.331 0.110 0.004
H 1.654 2.639 -0.187 0.000
H -1.183 -4.693 0.103 0.000
H -2.104 -2.530 -2.353 0.000
H -0.451 -2.599 -3.008 0.001
H 1.279 -0.316 -3.265 0.001
H -2.987 -1.207 3.298 -0.001
H 5.291 -3.373 -2.962 0.000
H -7.782 8.859 -2.979 0.000
H -4.141 0.726 2.272 0.001
H -5.771 7.639 -2.806 0.000
H 4.326 -5.540 3.782 0.000
H 5.466 1.019 -1.243 0.000
H -1.324 3.073 -3.566 0.001
H 3.178 0.115 6.618 0.000
H 4.964 -1.036 -0.008 0.000
H 0.880 -0.422 5.911 0.000
H -6.440 4.346 0.825 0.000
H -4.324 5.649 -2.665 0.000
H -7.881 6.330 0.680 0.000
H -0.406 -6.254 -1.570 0.000
H 0.453 -1.344 3.671 0.000
H -8.275 9.983 -1.696 0.000
H 5.072 -0.260 5.057 0.000
```

Properties
* max |F|: 2.5 eV/Å
* net charge: +2
* spin multiplicity: 4
* gap between HOMO and LUMO (spin up / spin down): 6.1884 / 5.9227 eV
* total energy: -3727.89852 Eh
* highest occupied orbital energy (spin up / spin down): -11.679 / -11.674 eV
* LUMO (spin up / spin down): -0.202 / -0.211 Eh

***

(3)
Density functional theory data (ωB97M-V/def2-TZVPD) for 2 unconnected molecules or ions with the total composition C5H11O3 at a distorted geometry.

XYZ file:
```
19
Properties=species:S:1:pos:R:3:mulliken_charge:R:1
O 0.185 -1.986 -0.006 -0.859
O 1.221 -2.648 -2.332 -0.699
O -1.860 -2.236 0.913 -0.737
C -0.943 -1.585 0.397 0.524
C -0.203 2.195 -0.333 -1.596
C 0.096 0.767 0.075 1.087
C -1.167 -0.042 0.251 -0.772
C 0.965 0.765 1.335 -1.505
H -1.710 0.269 1.153 0.268
H 1.135 -3.588 -2.502 0.264
H 1.480 -0.157 1.574 0.364
H -0.514 2.781 0.547 0.306
H -1.830 0.155 -0.608 0.246
H 0.719 -2.511 -1.481 0.468
H 1.697 1.586 1.339 0.370
H -0.904 2.217 -1.176 0.395
H 0.311 1.011 2.197 0.318
H 0.650 0.234 -0.697 0.167
H 0.672 2.773 -0.647 0.392
```

Properties
* max |F|: 1.3 eV/Å
* net charge: -1
* energy above the lowest of the compared OMol25 structures with the same formula, charge and spin: 0.000 eV
* gap between HOMO and LUMO: 8.3144 eV
* total energy: -422.91368 Eh
* highest occupied orbital energy: -4.518 eV
* LUMO: 0.140 Eh

***

Question: Number 1 is which compound?
Answer: C5H14N2O2

***

Question: Which of these has the highest max |F|?
Answer: C5H14N2O2